Record 1
Here is a structure of composition C4H12CoFN4O12P from the OMol25 dataset. Energies are from wB97M-V/def2-TZVPD.

Properties
Multiplicity: 4
Orbital gap (alpha / beta): 3.60 / 3.39 eV
E_LUMO (alpha / beta): 4.612 / 4.609 eV
Charge: -2
Highest occupied orbital energy (alpha / beta): 1.01 / 1.22 eV
M: 417.061 Da
ΔE to the lowest compared entry with this formula, charge and spin: 1.2900 eV

Geometry (Å):
Co1 14.639 4.621 -16.482
P1 15.607 2.413 -15.430
O1 15.873 1.795 -14.072
O2 16.328 3.641 -16.052
O3 14.368 3.309 -15.061
O4 14.711 1.568 -16.362
F1 13.009 3.879 -17.366
C1 18.645 5.601 -16.720
N1 17.544 6.436 -17.259
O5 16.598 6.642 -16.526
O6 17.648 6.869 -18.385
H1 18.759 4.813 -17.464
H2 18.269 5.071 -15.845
H3 19.544 6.168 -16.501
C2 15.419 2.486 -19.196
N2 16.003 3.803 -19.322
O7 15.572 4.704 -18.633
O8 17.018 3.918 -20.022
H4 14.335 2.595 -19.131
H5 15.700 2.129 -18.193
H6 15.710 1.816 -19.996
C3 10.889 6.384 -14.913
N3 12.142 5.870 -14.308
O9 12.141 5.686 -13.107
O10 13.112 5.821 -15.030
H7 10.903 6.264 -15.991
H8 10.918 7.451 -14.687
H9 10.040 5.955 -14.389
C4 14.602 8.391 -18.831
N4 13.858 7.819 -17.676
O11 13.743 6.619 -17.608
O12 13.309 8.608 -16.916
H10 14.904 7.510 -19.393
H11 15.458 8.941 -18.455
H12 13.799 8.908 -19.352

***

Record 2
Here is the ion C3H6IN2O with charge +1 from the OMol25 dataset. Energies are from wB97M-V/def2-TZVPD.

Properties
Orbital gap: 9.41 eV
E_LUMO: -4.202 eV
Charge: +1
Highest occupied orbital energy: -13.61 eV
M: 212.998 Da
ΔE to the lowest compared entry with this formula, charge and spin: 2.8420 eV

Geometry (Å):
C1 -0.829 0.653 -0.752
C2 0.919 -0.654 -0.276
C3 -0.096 0.429 1.626
N1 -0.109 0.190 0.232
N2 -0.393 0.225 -1.883
O1 0.786 -0.570 -1.671
I1 0.418 -2.706 0.453
H1 -1.638 1.262 -0.690
H2 2.022 -0.453 -0.018
H3 -0.602 -0.336 2.052
H4 0.864 0.361 2.094
H5 -0.763 1.315 1.711
H6 -0.577 0.284 -2.879

***

Record 3
Here is the molecule C7H14 from the OMol25 dataset. Energies are from wB97M-V/def2-TZVPD.

Properties
Orbital gap: 10.48 eV
E_LUMO: 1.062 eV
Charge: 0
Highest occupied orbital energy: -9.42 eV
M: 98.189 Da
ΔE to the lowest compared entry with this formula, charge and spin: 1.2138 eV

Geometry (Å):
C1 -1.669 -1.034 -0.189
C2 -0.505 -0.296 -0.827
C3 -0.159 1.045 -0.224
C4 -1.192 1.876 0.521
C5 0.748 -0.182 -0.008
C6 0.956 -1.117 1.169
C7 2.011 -0.044 -0.854
H1 -1.456 -2.105 -0.096
H2 -2.590 -0.917 -0.768
H3 -1.875 -0.665 0.821
H4 -0.386 -0.483 -1.896
H5 0.448 1.720 -0.808
H6 -1.990 2.149 -0.189
H7 -0.750 2.820 0.855
H8 -1.674 1.398 1.376
H9 1.866 -0.870 1.728
H10 1.093 -2.135 0.772
H11 0.119 -1.150 1.869
H12 1.835 0.634 -1.698
H13 2.851 0.362 -0.278
H14 2.318 -1.008 -1.276